No. 1
Molecular formula: CH12N2O3
Method: DFT, wB97M-V/def2-TZVPD

Cartesian coordinates (Å):
N (-0.754, -0.997, -0.713)
C (-0.771, -0.818, 0.730)
N (-0.789, 0.600, 1.121)
H (0.185, -0.904, -1.065)
H (-1.262, -0.233, -1.136)
H (0.113, -1.241, 1.186)
H (-1.655, -1.327, 1.111)
H (-1.681, 1.030, 0.934)
H (-0.563, 0.661, 2.100)
H (1.583, 0.876, -2.244)
H (2.790, 1.524, -1.506)
O (2.171, 0.789, -1.487)
H (-0.373, -3.060, -0.663)
H (0.171, -4.235, -1.496)
O (-0.238, -4.019, -0.656)
H (0.221, 4.557, 1.403)
H (0.553, 3.053, 1.498)
O (0.299, 3.746, 0.884)

**LUMO level**: 0.69 eV
**E_HOMO**: -9.55 eV
**Energy relative to the best compared isomer or geometry (same formula, charge and spin)**: 0.646 eV
**SMILES**: NCN.O.O.O



No. 2
Molecular formula: C3H6F3NOS
Method: DFT, wB97M-V/def2-TZVPD

Cartesian coordinates (Å):
C (0.490, -1.871, 1.442)
C (-2.556, -1.413, -0.977)
C (-2.742, -0.234, -0.162)
N (0.859, 0.400, 0.256)
O (1.836, -1.737, -0.810)
F (-2.288, -0.459, 1.105)
F (-4.061, 0.092, 0.009)
F (-2.312, 0.936, -0.632)
S (0.674, -1.092, -0.207)
H (1.403, -1.831, 2.101)
H (-0.336, -1.471, 1.979)
H (0.296, -2.966, 1.251)
H (-2.631, -1.287, -2.111)
H (-2.388, -2.370, -0.496)
H (-0.123, 0.714, 0.523)

**LUMO level (alpha / beta)**: -1.48 / -1.82 eV
**E_HOMO (alpha / beta)**: -9.35 / -9.95 eV
**Energy relative to the best compared isomer or geometry (same formula, charge and spin)**: 1.124 eV



No. 3
Molecular formula: C5H8O
Method: DFT, wB97M-V/def2-TZVPD

Cartesian coordinates (Å):
O (-0.607, 2.131, 0.188)
C (-0.427, 1.142, 0.870)
C (-1.119, -0.543, -0.599)
C (0.274, -0.927, -0.101)
C (1.388, -0.015, -0.527)
C (0.741, 0.198, 0.805)
H (-1.249, 0.567, -0.560)
H (-1.211, 0.775, 1.572)
H (-1.274, -0.669, -1.658)
H (-1.902, -1.032, -0.006)
H (0.515, -1.974, 0.117)
H (1.187, 0.701, -1.319)
H (2.398, -0.417, -0.519)
H (1.287, 0.062, 1.736)

**LUMO level**: 1.05 eV
**E_HOMO**: -9.81 eV
**Energy relative to the best compared isomer or geometry (same formula, charge and spin)**: 2.362 eV
**SMILES**: C[C@H]1C[C@H]1C=O



No. 4
Molecular formula: C23H33NOP2PtSi
Method: DFT, wB97M-V/def2-TZVPD

Cartesian coordinates (Å):
C (-1.551, 3.232, -3.688)
C (-1.385, 1.943, -3.182)
C (-0.093, 1.391, -3.058)
C (1.037, 2.207, -3.243)
C (0.846, 3.481, -3.793)
C (-0.426, 3.988, -4.011)
C (2.340, 1.640, -2.829)
C (2.418, 0.235, -3.350)
C (1.258, -0.554, -3.181)
C (1.349, -1.966, -3.310)
C (2.553, -2.524, -3.674)
C (3.686, -1.741, -3.877)
C (3.633, -0.375, -3.719)
H (-2.564, 3.629, -3.745)
H (1.676, 4.108, -4.097)
H (-0.582, 4.988, -4.426)
H (3.143, 2.258, -3.239)
H (2.599, -3.600, -3.702)
H (4.621, -2.202, -4.180)
H (4.523, 0.238, -3.937)
N (0.085, 0.061, -2.697)
Pt (-0.430, -0.382, -0.531)
C (-2.514, 1.143, -2.597)
H (-2.596, 0.168, -3.101)
H (-3.431, 1.738, -2.604)
C (0.197, -2.790, -2.862)
H (-0.700, -2.363, -3.299)
H (0.362, -3.828, -3.141)
P (-2.276, 0.833, -0.798)
P (-0.013, -2.630, -1.017)
C (1.410, -3.595, -0.407)
H (1.459, -3.558, 0.681)
H (1.361, -4.650, -0.704)
H (2.336, -3.163, -0.795)
C (-1.505, -3.585, -0.604)
H (-1.440, -4.642, -0.896)
H (-1.681, -3.533, 0.476)
H (-2.364, -3.120, -1.103)
C (-2.212, 2.469, -0.045)
H (-3.152, 2.954, -0.330)
H (-2.139, 2.384, 1.047)
H (-1.356, 3.046, -0.414)
C (-3.792, 0.024, -0.321)
H (-3.910, 0.064, 0.763)
H (-4.595, 0.588, -0.811)
H (-3.797, -1.021, -0.652)
C (1.381, 0.139, -0.396)
O (2.422, -0.269, -0.034)
H (2.402, 1.659, -1.770)
C (0.742, -1.922, 2.559)
Si (-0.435, -0.590, 1.848)
C (-2.185, -1.181, 2.361)
C (0.010, 1.050, 2.683)
H (0.394, -2.947, 2.357)
H (0.823, -1.828, 3.653)
H (1.762, -1.812, 2.169)
H (-2.133, -1.784, 3.283)
H (-2.841, -0.324, 2.574)
H (-2.652, -1.810, 1.589)
H (-0.085, 1.000, 3.773)
H (1.056, 1.306, 2.455)
H (-0.625, 1.880, 2.329)

**LUMO level (alpha / beta)**: -5.32 / -10.11 eV
**E_HOMO (alpha / beta)**: -12.26 / -14.67 eV
**Net charge**: +2
**Multiplicity**: 5



No. 5
Molecular formula: C22H39N8OS2Sc
Method: DFT, wB97M-V/def2-TZVPD

Cartesian coordinates (Å):
Sc (-0.723, 0.686, -0.637)
C (-5.177, -0.762, 1.815)
C (-5.852, 0.116, 0.823)
N (-4.870, 1.127, 0.414)
C (-4.907, 2.456, 1.024)
C (-6.281, 3.115, 0.967)
C (-3.986, 0.775, -0.556)
S (-2.899, 1.977, -1.218)
N (-3.795, -0.514, -0.776)
C (-2.933, -1.053, -1.622)
O (-1.628, -0.741, -1.707)
C (-3.380, -2.142, -2.437)
C (-4.693, -2.590, -2.366)
C (-5.120, -3.705, -3.109)
C (-4.151, -4.527, -3.704)
C (-2.842, -4.043, -3.721)
C (-2.407, -2.863, -3.174)
H (-5.926, -1.478, 2.248)
H (-4.901, -0.173, 2.658)
H (-4.272, -1.323, 1.449)
H (-6.683, 0.662, 1.336)
H (-6.265, -0.419, -0.018)
H (-4.146, 3.088, 0.595)
H (-4.649, 2.323, 2.159)
H (-6.758, 2.875, -0.010)
H (-6.233, 4.198, 1.071)
H (-6.917, 2.756, 1.779)
H (-5.432, -2.030, -1.736)
H (-6.159, -4.044, -2.979)
H (-4.412, -5.461, -4.180)
H (-2.070, -4.711, -4.237)
H (-1.291, -2.662, -3.201)
N (0.166, -1.219, 0.711)
C (0.578, -2.241, -0.229)
C (1.716, -1.710, -1.142)
N (1.433, -0.187, -1.425)
H (1.023, -0.953, 1.226)
H (-0.547, -1.557, 1.431)
H (-0.224, -2.470, -0.952)
H (0.906, -3.210, 0.114)
H (1.805, -2.280, -2.069)
H (2.656, -1.766, -0.569)
H (1.522, -0.129, -2.477)
H (2.233, 0.381, -1.076)
C (6.398, -1.213, 0.571)
N (6.489, -0.149, -0.374)
C (6.696, -0.545, -1.733)
C (5.995, 1.079, -0.010)
S (4.809, 1.877, -0.926)
N (6.524, 1.591, 1.131)
C (5.724, 2.448, 1.966)
C (7.911, 1.301, 1.537)
H (5.480, -1.753, 0.454)
H (6.395, -0.805, 1.602)
H (7.208, -1.946, 0.383)
H (7.470, -1.302, -1.817)
H (6.784, 0.326, -2.363)
H (5.767, -0.991, -2.115)
H (5.770, 2.107, 2.992)
H (4.657, 2.353, 1.623)
H (6.011, 3.521, 1.892)
H (8.439, 0.919, 0.657)
H (7.929, 0.519, 2.340)
H (8.456, 2.191, 1.914)
N (0.547, 2.869, 1.292)
C (0.344, 3.513, 2.482)
C (-0.764, 2.943, 3.096)
C (-1.252, 2.035, 2.123)
N (-0.458, 1.974, 1.037)
H (1.234, 3.099, 0.589)
H (1.136, 4.121, 2.914)
H (-1.081, 3.035, 4.124)
H (-2.126, 1.317, 2.123)

**LUMO level**: -6.47 eV
**E_HOMO**: -12.57 eV
**Net charge**: +2
**Energy relative to the best compared isomer or geometry (same formula, charge and spin)**: 1.600 eV



No. 6
Molecular formula: C22H44AlClF3O17S
Method: DFT, wB97M-V/def2-TZVPD

Cartesian coordinates (Å):
C (-2.666, -8.487, 1.341)
Al (-1.576, -8.131, 3.042)
Cl (-1.828, -5.946, 3.583)
S (-2.189, -9.611, 4.671)
O (-3.765, -9.658, 4.687)
O (-1.654, -9.108, 6.036)
C (-1.496, -11.320, 4.208)
F (-0.179, -11.456, 4.878)
F (-1.259, -11.257, 2.727)
F (-2.448, -12.424, 4.471)
H (-3.822, -8.543, 1.594)
H (-2.302, -9.538, 0.916)
H (-2.408, -7.692, 0.521)
H (-0.054, -8.380, 2.690)
C (6.185, -5.998, 1.617)
C (5.064, -5.627, 2.573)
O (3.896, -6.417, 2.315)
C (3.917, -7.676, 2.818)
O (4.823, -8.178, 3.464)
O (2.762, -8.292, 2.458)
C (2.689, -9.659, 2.854)
H (5.842, -5.938, 0.580)
H (7.042, -5.330, 1.748)
H (6.521, -7.025, 1.782)
H (4.782, -4.581, 2.413)
H (5.377, -5.720, 3.619)
H (2.885, -9.775, 3.925)
H (3.394, -10.255, 2.265)
H (1.677, -10.018, 2.649)
C (1.347, 1.372, 0.575)
C (2.690, 1.026, 1.194)
O (2.644, -0.263, 1.819)
C (2.749, -1.325, 0.982)
O (2.885, -1.275, -0.230)
O (2.653, -2.457, 1.725)
C (2.664, -3.656, 0.954)
H (0.546, 1.278, 1.315)
H (1.352, 2.393, 0.184)
H (1.103, 0.690, -0.245)
H (2.926, 1.752, 1.979)
H (3.500, 1.075, 0.457)
H (3.530, -3.691, 0.285)
H (1.733, -3.742, 0.387)
H (2.729, -4.502, 1.644)
C (0.211, 5.869, -4.538)
C (1.553, 5.523, -3.920)
O (1.507, 4.234, -3.295)
C (1.613, 3.172, -4.131)
O (1.748, 3.222, -5.344)
O (1.516, 2.041, -3.388)
C (1.528, 0.841, -4.159)
H (-0.590, 5.775, -3.798)
H (0.215, 6.891, -4.929)
H (-0.034, 5.188, -5.359)
H (1.789, 6.249, -3.134)
H (2.364, 5.572, -4.657)
H (2.393, 0.806, -4.828)
H (0.596, 0.755, -4.727)
H (1.592, -0.005, -3.469)
C (-5.439, 8.645, -3.426)
C (-5.386, 7.868, -4.729)
O (-4.903, 8.697, -5.794)
C (-3.560, 8.874, -5.838)
O (-2.745, 8.391, -5.068)
O (-3.278, 9.704, -6.875)
C (-1.898, 10.043, -6.984)
H (-6.014, 9.568, -3.551)
H (-5.898, 8.045, -2.635)
H (-4.437, 8.938, -3.099)
H (-6.397, 7.552, -5.005)
H (-4.779, 6.960, -4.634)
H (-1.268, 9.147, -7.009)
H (-1.609, 10.697, -6.156)
H (-1.756, 10.587, -7.922)
C (-1.807, 4.366, 5.457)
C (-2.275, 3.176, 4.637)
O (-3.035, 3.610, 3.503)
C (-2.312, 4.060, 2.448)
O (-1.094, 4.118, 2.383)
O (-3.178, 4.460, 1.483)
C (-2.547, 5.036, 0.343)
H (-2.653, 5.007, 5.723)
H (-1.311, 4.034, 6.374)
H (-1.105, 4.984, 4.891)
H (-2.938, 2.554, 5.246)
H (-1.435, 2.543, 4.327)
H (-1.776, 4.374, -0.064)
H (-2.121, 6.009, 0.606)
H (-3.309, 5.188, -0.427)

**LUMO level**: 1.46 eV
**E_HOMO**: -6.01 eV
**Net charge**: -1



No. 7
Molecular formula: C36H29ClN5O8PSSn
Method: DFT, wB97M-V/def2-TZVPD

Cartesian coordinates (Å):
Sn (-0.214, 0.445, 0.835)
C (4.460, -1.089, 1.464)
C (3.312, -0.159, 1.190)
N (2.187, -0.254, 1.804)
N (1.972, -1.266, 2.652)
C (0.934, -1.031, 3.459)
N (0.382, -2.141, 4.029)
S (0.278, 0.522, 3.823)
C (3.367, 0.873, 0.135)
C (4.528, 1.131, -0.601)
C (4.496, 2.067, -1.621)
C (3.315, 2.734, -1.902)
C (2.207, 2.427, -1.122)
N (2.231, 1.537, -0.141)
H (4.384, -1.440, 2.491)
H (5.428, -0.608, 1.318)
H (4.408, -1.967, 0.811)
H (0.340, -2.936, 3.403)
H (-0.516, -1.943, 4.442)
H (5.441, 0.592, -0.390)
H (5.389, 2.262, -2.204)
H (3.242, 3.452, -2.707)
H (1.245, 2.898, -1.304)
Cl (-6.971, 4.504, 0.958)
C (-5.604, 3.405, 1.102)
C (-5.832, 2.056, 1.428)
C (-4.783, 1.192, 1.553)
C (-3.417, 1.600, 1.345)
O (-2.488, 0.753, 1.482)
C (-3.228, 2.985, 1.001)
C (-1.938, 3.575, 0.726)
O (-0.843, 3.040, 0.651)
C (-4.333, 3.852, 0.897)
H (-6.849, 1.712, 1.578)
H (-4.941, 0.151, 1.809)
H (-1.988, 4.672, 0.561)
H (-4.159, 4.892, 0.641)
O (-0.001, 1.548, -3.596)
C (0.162, 0.608, -2.813)
O (-0.430, 0.381, -1.710)
C (1.234, -0.458, -3.142)
P (1.218, -1.764, -1.835)
C (-0.229, -2.777, -2.327)
C (-0.486, -3.920, -1.563)
C (-1.571, -4.735, -1.839)
C (-2.428, -4.418, -2.889)
C (-2.195, -3.278, -3.640)
C (-1.109, -2.455, -3.354)
C (2.579, -2.839, -2.532)
C (2.423, -3.891, -3.434)
C (3.521, -4.608, -3.897)
C (4.803, -4.286, -3.472)
C (4.978, -3.236, -2.579)
C (3.877, -2.531, -2.114)
H (2.211, 0.027, -3.156)
H (1.059, -0.883, -4.133)
H (0.163, -4.150, -0.724)
H (-1.762, -5.606, -1.224)
H (-3.290, -5.041, -3.096)
H (-2.876, -3.007, -4.439)
H (-0.964, -1.551, -3.933)
H (1.433, -4.156, -3.784)
H (3.374, -5.424, -4.597)
H (5.657, -4.850, -3.829)
H (5.973, -2.976, -2.235)
H (4.017, -1.720, -1.407)
O (-1.923, -3.427, 2.204)
C (-1.879, -2.561, 1.320)
O (-0.904, -1.797, 1.057)
C (-3.133, -2.380, 0.466)
C (-4.242, -3.182, 0.726)
C (-5.405, -3.043, -0.008)
C (-5.445, -2.081, -1.007)
C (-4.358, -1.270, -1.287)
C (-3.196, -1.434, -0.551)
N (-6.672, -1.931, -1.797)
O (-7.602, -2.690, -1.571)
O (-6.710, -1.061, -2.647)
H (-4.166, -3.906, 1.527)
H (-6.274, -3.657, 0.174)
H (-4.426, -0.528, -2.069)
H (-2.328, -0.831, -0.779)

**LUMO level**: 3.85 eV
**E_HOMO**: -2.13 eV
**Net charge**: -2
**Energy relative to the best compared isomer or geometry (same formula, charge and spin)**: 0.000 eV



No. 8
Molecular formula: C3H13N2
Method: DFT, wB97M-V/def2-TZVPD

Cartesian coordinates (Å):
N (2.354, -1.579, 0.117)
H (2.655, -1.428, 1.074)
H (3.140, -1.337, -0.485)
H (2.280, -2.590, 0.041)
C (-1.411, 1.634, -0.729)
C (-0.409, 0.768, 0.034)
C (-0.936, 0.234, 1.334)
N (-0.070, -0.441, -0.816)
H (-1.015, 2.031, -1.662)
H (-2.304, 1.040, -0.909)
H (-1.642, 2.489, -0.097)
H (0.542, 1.290, 0.136)
H (-1.919, -0.228, 1.205)
H (-1.086, 0.887, 2.192)
H (-0.297, -0.562, 1.732)
H (0.080, -0.180, -1.797)
H (0.842, -0.874, -0.495)
H (-0.802, -1.153, -0.873)

**LUMO level**: -3.07 eV
**E_HOMO**: -15.50 eV
**Net charge**: +1
**Energy relative to the best compared isomer or geometry (same formula, charge and spin)**: 0.114 eV